[1]
The molecule C6H9N in a non-equilibrium geometry, computed with the ωB97M-V functional and the def2-TZVPD basis.

The geometry in XYZ format:
```
16
Properties=species:S:1:pos:R:3:nbo_charge:R:1
C -0.20514 2.69040 0.54191 -0.62
C 0.07049 1.20808 0.02027 0.13
C 0.87614 0.21467 -0.69838 -0.32
C 0.33108 -1.08842 -0.40589 -0.09
C 0.68883 -2.52628 -0.77105 -0.62
C -0.75017 -0.87957 0.40377 -0.09
N -0.87682 0.44063 0.64042 -0.49
H -0.94992 2.62555 1.36559 0.20
H 0.61888 3.23095 1.02284 0.22
H -0.67845 3.40017 -0.15450 0.22
H 1.61514 0.22295 -1.51806 0.23
H -0.24358 -3.07843 -0.95907 0.21
H 1.18086 -3.03969 0.06995 0.22
H 1.33030 -2.67246 -1.64695 0.22
H -1.49476 -1.56253 0.76820 0.20
H -1.51287 0.81397 1.32094 0.40
```

Calculated values
- Highest occupied orbital energy: -7.811 eV
- SMILES: Cc1c[nH]c(C)c1
- 2S+1: 1
- Frontier orbital gap: 8.8 eV

[2]
The molecule C3H4S2 in a non-equilibrium geometry, computed with the ωB97M-V functional and the def2-TZVPD basis.

The geometry in XYZ format:
```
9
Properties=species:S:1:pos:R:3:nbo_charge:R:1
C -1.13296 -1.09343 0.02942 -0.38
C -2.47969 -1.21617 -0.76241 -0.15
C -0.20445 -0.09209 -0.43373 -0.52
S -1.40291 -2.33194 -1.35078 0.30
S 1.47062 -0.61798 0.17362 -0.10
H -1.03170 -1.36127 1.03059 0.24
H -0.40438 0.93708 -0.09821 0.23
H -0.00240 -0.01350 -1.44299 0.23
H 2.36798 0.49787 -0.17620 0.15
```

Calculated values
- Highest occupied orbital energy: -9.252 eV
- 2S+1: 1
- Frontier orbital gap: 8.8 eV

[3]
The molecule C5H7N, computed with the ωB97M-V functional and the def2-TZVPD basis.

The geometry in XYZ format:
```
13
Properties=species:S:1:pos:R:3:nbo_charge:R:1
C -1.52102 -0.75325 0.96603 -0.62
C -0.35392 -0.17015 0.22503 -0.09
C -0.40893 0.61274 -0.90216 -0.09
N 0.87386 0.92856 -1.27215 -0.51
C 1.75585 0.36046 -0.39361 -0.07
C 1.02833 -0.32773 0.54389 -0.31
H -1.41585 -0.61474 2.04778 0.21
H -2.45945 -0.27799 0.66168 0.21
H -1.62195 -1.82995 0.78403 0.21
H -1.26014 0.96925 -1.46713 0.21
H 1.12695 1.49069 -2.06688 0.41
H 2.82238 0.50017 -0.50386 0.21
H 1.43389 -0.88806 1.37736 0.22
```

Calculated values
- Highest occupied orbital energy: -8.135 eV
- SMILES: Cc1cc[nH]c1
- 2S+1: 1
- Frontier orbital gap: 9.2 eV

The following relative energy (zero: lowest compared OMol25 entry of this formula, charge and spin) values (in kJ/mol) correspond, in order, to the records above: 128.0; 337.9; 5.9.